Record 1
A cluster of 3 separate species, C27H42N2O7S in total, computed with wB97M-V/def2-TZVPD.

The geometry in XYZ format:
```
79
Properties=species:S:1:pos:R:3:lowdin_charge:R:1
C 4.20529 1.93655 1.69798 0.023
C 3.39771 2.64030 0.89048 -0.059
C 3.79673 3.12508 -0.46474 -0.488
O 4.10096 4.25141 -0.76039 0.147
O 3.75384 2.12984 -1.40775 -0.033
C 5.03874 1.46934 -1.49074 -0.169
C 5.07927 0.71496 -2.81367 -0.145
C 4.74453 -0.79264 -2.66206 -0.182
C 3.55054 -1.15881 -3.55989 -0.179
C 2.22403 -0.78362 -2.85231 -0.159
C 1.18070 -1.92557 -2.90284 -0.119
C 0.22741 -1.73797 -1.76357 -0.086
C 0.20120 -2.49288 -0.65394 -0.093
C 1.15350 -3.61650 -0.40564 -0.080
C 2.50756 -3.08442 0.01444 -0.224
O 3.54948 -3.53849 -0.42720 0.048
C -0.82961 -2.19452 0.37588 -0.321
O -1.10083 -3.03708 1.22616 0.047
C -1.54203 -0.88255 0.35223 -0.437
S -2.48016 -0.45047 1.80051 0.863
C -1.49447 -0.08998 -0.72824 -0.121
C -2.15053 1.24509 -0.90416 -0.321
C -1.75517 2.29012 0.16139 -0.054
C -3.68690 1.10875 -1.10218 -0.199
C -4.08865 1.70396 -2.46112 -0.090
C -0.73901 -0.60627 -1.91979 -0.238
O -0.91426 -0.12126 -3.02872 0.129
H 5.25613 2.14235 1.84492 0.072
H 3.76791 1.14276 2.28922 0.059
H 2.40339 2.89906 1.23554 0.110
H 5.82707 2.21882 -1.46675 0.128
H 5.14620 0.79960 -0.63864 0.113
H 6.06117 0.80739 -3.26895 0.112
H 4.35678 1.20103 -3.46015 0.113
H 4.47669 -0.95739 -1.62384 0.088
H 5.58738 -1.42221 -2.92775 0.107
H 3.59487 -0.58648 -4.48081 0.107
H 3.54033 -2.22257 -3.77563 0.103
H 1.76152 0.07845 -3.32153 0.114
H 2.39339 -0.56519 -1.80095 0.107
H 0.60660 -1.86750 -3.82358 0.126
H 1.63963 -2.90574 -2.86288 0.105
H 1.30984 -4.22283 -1.28853 0.125
H 0.80368 -4.25655 0.40320 0.119
H 2.55928 -2.26335 0.75455 0.135
H -1.47321 -0.02257 2.58079 -0.105
H -1.78390 1.63203 -1.84833 0.112
H -1.40469 3.21734 -0.27981 0.076
H -1.04822 1.91300 0.89185 0.055
H -2.64682 2.54337 0.72725 0.050
H -4.23727 1.62686 -0.32767 0.082
H -3.93505 0.05089 -1.15509 0.108
H -3.79128 1.05533 -3.27913 0.071
H -3.52139 2.62425 -2.59701 0.074
H -5.13982 1.96497 -2.49896 0.071
C 0.28143 -5.44693 4.52225 -0.361
O 0.77428 -5.75578 5.58972 0.008
N -0.68809 -6.13584 3.89486 -0.197
C -1.23117 -5.70724 2.61850 -0.059
C -1.19886 -7.34187 4.52254 -0.045
H 0.59953 -4.54797 3.96551 0.133
H -2.30235 -5.52151 2.71660 0.095
H -1.07002 -6.48875 1.87071 0.092
H -0.74748 -4.79436 2.28765 0.036
H -1.61421 -7.10525 5.50274 0.091
H -0.39103 -8.06128 4.66172 0.091
H -1.97178 -7.77930 3.89607 0.083
C -4.76428 4.60991 1.22996 -0.351
O -4.88465 3.98944 0.19121 0.009
N -4.26584 5.85549 1.32042 -0.197
C -4.14416 6.54908 2.58729 -0.058
C -3.83681 6.52114 0.10112 -0.036
H -5.06083 4.18826 2.20534 0.137
H -4.73141 7.46916 2.56786 0.090
H -3.09890 6.80078 2.77702 0.089
H -4.50622 5.91812 3.39596 0.082
H -4.67446 6.60451 -0.59159 0.094
H -3.05177 5.93994 -0.38358 0.088
H -3.46106 7.51275 0.33876 0.086
```

The SMILES is C=CC(=O)OCCCCCCC1=C(CC=O)C(=O)C(S)=C([C@H](C)CC)C1=O.CN(C)C=O.CN(C)C=O. As for the energy above the lowest of the compared OMol25 structures with the same formula, charge and spin: 0.000 eV. As for the orbital gap: 7.53 eV.



Record 2
A structure of composition C27H43BaBrN2O2P2, computed with wB97M-V/def2-TZVPD.

The geometry in XYZ format:
```
78
Properties=species:S:1:pos:R:3:lowdin_charge:R:1
C 5.65256 -5.55238 0.82372 -0.008
C 5.48123 -4.16055 0.72487 -0.220
C 6.62671 -3.37230 0.49408 -0.004
C 7.87091 -4.00537 0.34897 -0.113
N 7.99864 -5.32704 0.44037 0.071
C 6.93669 -6.09634 0.66422 -0.112
C 4.15885 -3.56928 0.83142 0.098
C 3.07647 -3.00629 0.83844 0.055
C 1.81913 -2.37018 0.62463 -0.217
C 0.82024 -3.04738 -0.08238 0.004
C -0.32129 -2.36502 -0.51181 -0.173
C -0.43018 -0.95765 -0.40280 -0.439
C 0.52275 -0.31830 0.46787 -0.185
C 1.58221 -1.04378 1.01745 -0.028
Ba -1.67943 -1.53483 2.09303 1.777
P -1.60255 -0.01476 -1.52509 1.070
H 6.56095 -2.28949 0.42486 0.115
H 4.80722 -6.20723 1.01637 0.115
H 8.77180 -3.41658 0.15613 0.119
H 7.08598 -7.17739 0.72334 0.118
H 2.33737 -0.57086 1.63762 0.137
H 1.01015 -4.07924 -0.37140 0.144
H 0.43488 0.74557 0.71424 0.102
H -1.08703 -2.95994 -1.01583 0.111
C -3.04589 1.05357 -1.29133 -0.351
C -3.27987 2.08852 -2.40965 -0.103
H -2.91404 1.54162 -0.32163 0.020
H -3.91091 0.39327 -1.15929 0.078
H -4.28497 2.51780 -2.29122 0.100
H -2.57105 2.92428 -2.30713 0.075
H -3.20475 1.68523 -3.43507 0.072
C -0.35164 1.04795 -2.31343 -0.308
C 0.45612 0.28536 -3.34605 -0.106
H 0.30795 1.34692 -1.49679 0.066
H -0.76422 1.97267 -2.71147 0.086
H 1.36899 0.85003 -3.59075 0.097
H 0.80174 -0.66750 -2.91797 0.077
H -0.07031 0.06833 -4.28468 0.082
C -2.24416 -1.34125 -2.59904 -0.320
C -3.00426 -0.90526 -3.85319 -0.106
H -2.88360 -1.94517 -1.93660 0.076
H -1.36010 -1.93338 -2.86585 0.090
H -3.29781 -1.78886 -4.43453 0.093
H -3.92613 -0.34919 -3.63064 0.077
H -2.38729 -0.28982 -4.52432 0.077
Br -3.93960 0.45225 2.05184 -0.196
P 1.08049 4.39682 1.53594 0.966
C 0.50250 4.07203 -0.18926 -0.459
C 0.10287 5.35850 -0.91559 -0.169
H -0.34541 3.37354 -0.13712 0.046
H 1.33230 3.57835 -0.71524 0.069
H 0.01244 5.17966 -1.99362 0.064
H -0.86230 5.73714 -0.56065 0.072
H 0.84586 6.15187 -0.77147 0.069
C -0.33191 3.79864 2.55358 -0.448
C -0.43418 4.59263 3.85918 -0.172
H -0.20605 2.72654 2.75404 0.056
H -1.23399 3.94133 1.94642 0.070
H -1.41876 4.45761 4.31858 0.070
H 0.31904 4.27931 4.58954 0.070
H -0.29580 5.66483 3.68320 0.065
C 2.32735 3.05823 1.76662 -0.454
C 3.75381 3.55405 1.51574 -0.168
H 2.08116 2.22492 1.09464 0.041
H 2.21501 2.72346 2.80721 0.075
H 4.47920 2.83613 1.91388 0.068
H 3.95919 3.67097 0.44604 0.069
H 3.93796 4.51930 2.00093 0.069
N -6.45798 -2.53314 2.07638 0.193
C -5.75119 -2.69494 0.76507 -0.045
C -4.26181 -2.64511 1.07581 -0.758
O -3.45216 -2.29852 0.17023 -0.198
O -3.94136 -2.88270 2.30237 -0.260
H -6.32605 -3.44347 2.55702 0.184
H -7.46426 -2.32571 2.01275 0.187
H -6.01019 -1.79253 2.61517 0.125
H -6.04736 -3.67914 0.38894 0.151
H -6.03685 -1.91136 0.07019 0.140
```

As for the charge: +2. As for the energy above the lowest of the compared OMol25 structures with the same formula, charge and spin: 0.000 eV. As for the orbital gap: 5.76 eV.



Record 3
A structure of composition C27H43BrClF12O8PSSi2, computed with wB97M-V/def2-TZVPD.

The geometry in XYZ format:
```
96
Properties=species:S:1:pos:R:3:lowdin_charge:R:1
C 0.68322 4.54699 0.06107 -0.022
C -0.83351 3.92932 0.22615 -0.311
O -1.56537 4.36709 1.28255 -0.060
O -1.37679 2.93039 -0.71486 -0.130
C -1.49788 3.48356 -2.07345 -0.199
C -1.73781 2.33097 -3.21992 -0.149
C -0.63565 1.10750 -3.20123 -0.184
C 0.85165 1.62707 -2.74658 -0.207
C 2.03718 0.57879 -3.17249 -0.242
C 1.79973 -0.97259 -2.67514 -0.242
Si 1.91755 -1.17167 -0.72210 0.518
C 0.14314 -1.51326 -0.07257 -0.261
C -0.77345 -2.50093 -1.02424 -0.156
C -2.30615 -2.75969 -0.40622 -0.031
F -3.47729 -2.09749 -1.08011 -0.060
C -2.61363 -3.64389 0.74788 -0.032
F -3.08491 -2.99502 2.02424 -0.031
F -2.46128 -5.11579 0.68860 -0.010
C 3.20864 -2.58594 -0.34322 -0.235
C 2.56094 -3.95078 0.26781 -0.100
C 2.79947 -4.19192 1.89910 -0.168
F 3.90265 -3.31547 2.44671 -0.023
F 3.37854 -5.58626 1.96766 -0.021
C 1.49576 -3.93968 2.82539 -0.194
F 1.46080 -2.45321 3.10536 -0.028
F 0.17353 -4.20341 2.13924 -0.011
S 1.38450 -4.78790 4.46606 1.082
F -0.34734 -4.66752 4.35202 -0.203
F 1.27583 -6.36699 3.82614 -0.171
F 3.05421 -4.84831 4.75873 -0.166
F 1.35969 -3.22712 5.25329 -0.204
F 1.15456 -5.47560 6.02620 -0.182
O 2.39222 0.41450 -0.14115 -0.391
Si 2.86733 0.42634 1.54091 0.338
C 4.53575 1.46207 1.61452 -0.326
C 4.97231 1.51307 3.19368 -0.717
C 6.53069 0.91260 3.25596 -0.135
Cl 4.88264 3.28991 3.82409 0.480
P 1.48658 1.41239 2.92638 0.420
O 1.75196 3.16160 2.76333 -0.491
Br -0.69581 1.11498 2.38469 0.307
H 0.79688 5.33760 -0.79424 0.089
H 1.01079 5.03220 1.09614 0.097
H 1.40766 3.61313 -0.08781 0.092
H -2.42109 4.20357 -2.07824 0.134
H -0.56042 4.11486 -2.39955 0.102
H -2.78678 1.84239 -3.01837 0.119
H -1.66737 2.81291 -4.30780 0.118
H -1.00418 0.29604 -2.44291 0.089
H -0.51375 0.60043 -4.26152 0.126
H 1.06145 2.63002 -3.35905 0.115
H 0.86133 1.93688 -1.61827 0.089
H 3.06599 0.94711 -2.70939 0.114
H 2.16587 0.62365 -4.34866 0.119
H 2.74073 -1.58594 -3.08022 0.083
H 0.86005 -1.49744 -3.13026 0.073
H -0.42270 -0.46159 -0.07875 0.072
H 0.07358 -1.90187 1.02874 0.069
H -0.24151 -3.48846 -1.35625 0.119
H -0.97438 -1.87904 -2.02360 0.101
H 4.14479 -2.15799 0.21231 0.088
H 3.62303 -2.88372 -1.42571 0.098
H 3.06722 -4.85548 -0.32733 0.149
H 1.43502 -3.97780 -0.05208 0.099
H 3.20398 -0.88271 2.08079 -0.012
H 4.20584 2.56368 1.31132 0.084
H 5.34992 1.04728 0.88370 0.092
H 4.20928 0.82731 3.80296 0.082
H 6.95441 1.23465 4.29871 0.080
H 6.41913 -0.24823 3.14367 0.089
H 7.10438 1.40210 2.35213 0.091
H 1.21320 3.52568 3.55207 0.075
O -9.41061 -4.18735 2.50336 0.099
C -8.25148 -4.55142 2.39358 -0.459
O -7.76088 -5.24696 1.32600 0.029
C -6.40205 -5.59942 1.58118 -0.170
C -5.92498 -4.61836 2.61986 -0.179
C -7.17577 -4.34688 3.41688 -0.086
H -6.37094 -6.63335 1.94061 0.130
H -5.82264 -5.52816 0.65607 0.126
H -5.09597 -4.99865 3.22258 0.122
H -5.59256 -3.69394 2.13206 0.113
H -7.30870 -5.07156 4.22495 0.136
H -7.19017 -3.32598 3.80545 0.133
O 0.06754 4.53791 -4.67178 0.079
C -0.34917 5.67199 -4.84030 -0.443
O 0.27606 6.61653 -5.60261 0.037
C -0.42792 7.85224 -5.48763 -0.168
C -1.81992 7.47780 -5.05055 -0.163
C -1.58317 6.24651 -4.21313 -0.096
H 0.08477 8.47907 -4.75048 0.131
H -0.42803 8.36771 -6.45246 0.130
H -2.33300 8.28011 -4.51370 0.124
H -2.42577 7.21528 -5.92636 0.126
H -1.37017 6.49825 -3.17051 0.135
H -2.42098 5.54864 -4.28006 0.129
```

As for the orbital gap: 6.37 eV.



DFT total energy values (in eV) by entry order: -56824.83547, -125073.44940, -196116.65174.
Molecular weight values (in g mol⁻¹) by entry order: 538.71, 706.83, 958.18.
E_LUMO values (in eV) by entry order: -1.5, -6.4, -2.4.